No. 1
ORCA calculation (the ωB97M-V functional and the def2-TZVPD basis) on a single C21H29N5O molecule at a distorted geometry.

HOMO level = -8.348 eV
relative energy (zero: lowest compared OMol25 entry of this formula, charge and spin) = 0.0 kJ/mol
Kohn-Sham gap = 8.77 eV
structure (SMILES) = CCCc1nc2oc3c(NCCCN(C)C)ncnc3c2c2c1CCCC2
largest force on an atom = 1.482 eV/A
LUMO level = 0.015 Ha

The geometry in XYZ format:
```
56
Properties=species:S:1:pos:R:3:mulliken_charge:R:1
C -4.988 -3.053 -1.261 -1.191
C -5.781 -2.227 -0.258 -0.297
C -4.944 -1.870 0.978 -1.105
C -3.771 -0.996 0.639 -0.160
N -2.624 -1.661 0.539 -0.626
C -1.562 -0.960 0.211 -0.602
O -0.332 -1.511 0.064 -0.590
C 0.487 -0.473 -0.284 1.045
C 1.863 -0.484 -0.555 -0.324
N 2.596 -1.617 -0.559 -0.145
C 4.033 -1.584 -0.669 -0.894
C 4.716 -1.338 0.681 -0.678
C 6.212 -1.025 0.544 -0.707
N 6.493 0.389 0.723 -0.073
C 5.949 1.212 -0.339 -0.837
C 7.914 0.620 0.876 -1.014
N 2.439 0.683 -0.865 -0.381
C 1.691 1.775 -0.913 -0.479
N 0.404 1.896 -0.682 -0.500
C -0.201 0.745 -0.359 0.154
C -1.559 0.427 -0.031 0.744
C -2.756 1.130 0.086 0.908
C -3.887 0.394 0.432 1.152
C -5.216 1.088 0.567 -0.589
C -5.070 2.596 0.753 -1.076
C -4.162 3.164 -0.330 -0.989
C -2.757 2.610 -0.137 -1.003
H -4.114 -2.505 -1.600 0.259
H -4.648 -3.979 -0.804 0.295
H -5.603 -3.297 -2.125 0.397
H -6.656 -2.793 0.069 0.387
H -6.138 -1.315 -0.739 0.242
H -4.547 -2.791 1.407 0.420
H -5.581 -1.385 1.719 0.408
H 2.161 -2.433 -0.157 0.288
H 4.367 -2.535 -1.093 0.366
H 4.274 -0.778 -1.363 0.421
H 4.235 -0.494 1.177 0.374
H 4.579 -2.219 1.312 0.370
H 6.581 -1.394 -0.431 0.382
H 6.761 -1.557 1.325 0.475
H 4.866 1.120 -0.369 0.093
H 6.360 0.947 -1.327 0.308
H 6.195 2.253 -0.133 0.402
H 8.083 1.678 1.070 0.321
H 8.493 0.333 -0.017 0.366
H 8.285 0.050 1.727 0.332
H 2.219 2.684 -1.173 0.456
H -5.773 0.670 1.408 0.296
H -5.805 0.900 -0.336 0.239
H -6.056 3.063 0.714 0.393
H -4.636 2.805 1.734 0.372
H -4.142 4.253 -0.284 0.409
H -4.545 2.875 -1.312 0.344
H -2.113 2.839 -0.988 0.457
H -2.292 3.077 0.736 0.380
```

***

No. 2
ORCA calculation (the ωB97M-V functional and the def2-TZVPD basis) on 2 unconnected molecules or ions with the total composition C4H12S at a distorted geometry.

HOMO level = -8.489 eV
relative energy (zero: lowest compared OMol25 entry of this formula, charge and spin) = 130.2 kJ/mol
Kohn-Sham gap = 9.47 eV
structure (SMILES) = CSC.CC
largest force on an atom = 4.385 eV/A
LUMO level = 0.036 Ha

The geometry in XYZ format:
```
17
Properties=species:S:1:pos:R:3:mulliken_charge:R:1
C 0.330 0.096 1.903 -0.712
S 1.383 1.617 1.907 -0.074
C 2.323 1.260 3.394 -0.814
H 0.928 -0.652 2.384 0.250
H -0.532 0.264 2.405 0.311
H 0.261 -0.258 0.837 0.188
H 1.622 1.365 4.265 0.275
H 3.211 1.872 3.485 0.311
H 2.639 0.193 3.452 0.260
C -1.216 -0.767 -3.682 -0.805
C -1.875 -0.627 -2.277 -0.852
H -1.035 -1.832 -3.982 0.260
H -1.751 -0.413 -4.510 0.320
H -0.092 -0.257 -3.771 0.205
H -2.721 -1.241 -2.044 0.337
H -2.116 0.374 -2.284 0.269
H -1.359 -0.994 -1.481 0.272
```

***

No. 3
ORCA calculation (the ωB97M-V functional and the def2-TZVPD basis) on a single C2H4 molecule at a distorted geometry.

HOMO level = -9.861 eV
relative energy (zero: lowest compared OMol25 entry of this formula, charge and spin) = 53.6 kJ/mol
Kohn-Sham gap = 11.28 eV
structure (SMILES) = C=C
largest force on an atom = 3.683 eV/A
LUMO level = 0.052 Ha

The geometry in XYZ format:
```
6
Properties=species:S:1:pos:R:3:mulliken_charge:R:1
C 0.189 0.612 0.225 -0.423
C -0.197 -0.631 -0.297 -0.438
H -0.386 1.555 0.088 0.224
H 1.212 0.759 0.708 0.195
H -1.196 -0.878 -0.860 0.218
H 0.379 -1.417 0.136 0.224
```

***

No. 4
ORCA calculation (the ωB97M-V functional and the def2-TZVPD basis) on a molecular structure, C61H40ClMgN8O5.

HOMO level (spin up / spin down) = -4.032 / -4.042 eV
relative energy (zero: lowest compared OMol25 entry of this formula, charge and spin) = 29.2 kJ/mol
Kohn-Sham gap (spin up / spin down) = 5.08 / 5.09 eV
largest force on an atom = 0.959 eV/A
net charge = -1
LUMO level (spin up / spin down) = 0.038 / 0.039 Ha

The geometry in XYZ format:
```
116
Properties=species:S:1:pos:R:3:mulliken_charge:R:1
Mg -0.663 -0.266 0.145 2.134
C 1.470 1.707 6.882 -0.611
C 1.990 2.060 5.648 -0.991
C 1.251 1.845 4.503 0.648
C -0.007 1.243 4.556 -0.378
C -0.540 0.936 5.808 -0.517
C 0.197 1.169 6.956 -0.877
C -0.649 0.914 3.275 0.952
C -1.183 -0.355 3.057 0.586
C -1.344 -1.410 4.029 -1.598
C -2.062 -2.383 3.420 -1.495
C -2.254 -1.955 2.057 0.491
N -1.731 -0.737 1.878 -0.245
C -2.782 -2.784 1.059 0.779
C -2.503 -2.659 -0.296 0.086
C -2.843 -3.646 -1.288 -1.623
C -2.204 -3.286 -2.427 -1.683
C -1.527 -2.041 -2.144 0.417
C -0.880 -1.196 -3.074 0.400
C -0.125 -1.651 -4.224 1.270
C 0.625 -0.724 -4.973 -0.441
C 1.434 -1.115 -6.017 -1.319
C 1.570 -2.456 -6.343 -0.465
C 0.910 -3.395 -5.568 -1.175
C 0.091 -3.005 -4.528 -0.428
C -1.030 0.205 -2.860 0.148
N -1.034 0.824 -1.679 0.398
C -1.441 2.106 -1.905 -0.252
C -1.513 3.110 -0.943 1.659
C -1.985 4.446 -1.361 0.709
C -1.387 5.164 -2.398 -0.272
C -1.849 6.418 -2.758 -1.190
C -2.941 6.971 -2.112 -0.470
C -3.571 6.255 -1.107 -0.896
C -3.096 5.011 -0.735 -0.366
C -1.201 2.901 0.411 -0.414
C -1.075 3.939 1.401 -1.685
C -0.744 3.322 2.566 -2.012
C -0.717 1.912 2.282 0.669
N -0.962 1.697 0.976 0.565
C -1.771 2.272 -3.295 -1.493
C -1.469 1.097 -3.901 -1.716
N -1.761 -1.685 -0.870 0.868
C -3.595 -3.925 1.525 -0.278
C -4.823 -3.668 2.132 -0.116
C -5.617 -4.704 2.587 -0.844
C -5.186 -6.016 2.461 -0.363
C -3.962 -6.281 1.867 -0.896
C -3.176 -5.245 1.396 0.130
H 2.052 1.859 7.779 0.403
H 2.977 2.493 5.574 0.423
H 1.637 2.126 3.538 0.477
H -1.539 0.531 5.883 0.676
H -0.222 0.923 7.922 0.391
H -0.937 -1.427 5.021 0.746
H -2.378 -3.323 3.831 0.570
H -3.469 -4.505 -1.132 0.676
H -2.286 -3.773 -3.382 0.820
H 0.596 0.320 -4.706 0.467
H 1.986 -0.360 -6.562 0.391
H 2.206 -2.763 -7.162 0.417
H 1.044 -4.447 -5.776 0.420
H -0.358 -3.770 -3.921 0.464
H -0.541 4.744 -2.923 0.537
H -1.355 6.974 -3.545 0.385
H -3.301 7.949 -2.399 0.394
H -4.432 6.676 -0.605 0.406
H -3.601 4.453 0.039 0.500
H -1.181 4.994 1.225 0.649
H -0.602 3.763 3.537 0.601
H -2.202 3.148 -3.746 0.718
H -1.624 0.821 -4.929 0.675
H -5.151 -2.644 2.244 0.478
H -6.571 -4.489 3.052 0.379
H -5.797 -6.827 2.834 0.379
H -3.614 -7.303 1.783 0.388
H -2.214 -5.454 0.952 0.526
O 3.892 -2.800 3.370 -0.641
C 4.392 -1.620 3.107 0.323
O 5.512 -1.295 3.441 -0.665
C 3.517 -0.656 2.382 0.462
C 3.842 0.672 2.147 0.294
Cl 5.291 1.474 2.520 -0.174
N 2.808 1.249 1.478 -0.354
N 1.845 0.349 1.260 1.669
C 2.230 -0.789 1.791 -1.252
C 1.334 -1.987 1.632 0.468
O 1.657 -3.048 2.211 -0.980
O 0.352 -1.825 0.902 0.229
C 2.601 2.587 1.095 0.533
C 1.810 2.843 -0.020 -0.066
C 1.533 4.154 -0.364 -0.421
C 2.026 5.202 0.395 -0.925
C 2.822 4.940 1.496 -0.856
C 3.112 3.636 1.852 -0.747
H 2.954 -2.955 2.938 0.369
H 1.379 2.014 -0.563 -0.068
H 0.910 4.361 -1.219 0.824
H 1.777 6.222 0.136 0.427
H 3.205 5.751 2.097 0.379
H 3.716 3.439 2.722 0.296
N 4.678 -2.693 -5.080 -0.322
C 4.135 -3.340 -4.016 -0.229
O 4.408 -4.494 -3.756 -0.648
C 3.219 -2.517 -3.177 0.930
C 3.290 -1.132 -3.070 -1.154
C 2.375 -0.484 -2.251 -0.578
N 1.439 -1.107 -1.556 0.957
C 1.391 -2.427 -1.635 -0.067
C 2.252 -3.173 -2.422 -1.670
H 5.253 -3.235 -5.705 0.245
H 4.303 -1.821 -5.407 0.204
H 4.054 -0.565 -3.583 0.524
H 2.405 0.594 -2.150 0.477
H 0.634 -2.899 -1.030 0.490
H 2.188 -4.249 -2.465 0.562
```

***

Which formula does entry 3 have?
C2H4